Entry 1:
A molecular structure, C58H44F5IrNOP2SiTe. Source: the Open Molecules 2025 dataset; level of theory: ωB97M-V/def2-TZVPD.

CARTESIAN COORDINATES (ANGSTROEM)
Ir -0.156 -0.068 -0.038
Te 2.194 3.200 3.099
C 4.104 2.265 3.419
C 5.304 2.771 2.941
C 6.496 2.145 3.293
N 6.571 1.084 4.096
C 5.414 0.618 4.569
C 4.174 1.161 4.261
C 1.686 1.466 1.889
P 0.062 0.762 2.168
C 0.151 0.107 3.864
C 0.678 -1.173 4.015
C 0.937 -1.681 5.283
C 0.659 -0.909 6.403
C 0.118 0.361 6.255
C -0.135 0.873 4.988
C -1.036 2.197 2.164
C -0.768 3.066 0.947
C -1.405 4.426 0.933
C -2.864 4.622 1.141
C -3.489 2.899 2.291
C -2.312 2.041 2.643
P 2.036 0.898 0.190
C 2.484 2.374 -0.799
C 3.538 3.220 -0.453
C 3.869 4.302 -1.252
C 3.160 4.539 -2.427
C 2.124 3.696 -2.790
C 1.782 2.619 -1.972
C 3.632 0.003 0.246
C 3.915 -0.797 1.350
C 5.118 -1.486 1.431
C 6.043 -1.395 0.401
C 5.755 -0.625 -0.719
C 4.552 0.067 -0.799
H 5.327 3.649 2.305
H 7.440 2.521 2.909
H 5.480 -0.243 5.228
H 3.269 0.726 4.679
H 0.880 -1.771 3.131
H 1.351 -2.676 5.394
H 0.863 -1.299 7.393
H -0.096 0.965 7.129
H -0.542 1.868 4.863
H 0.296 3.179 0.782
H -0.755 5.287 0.833
H -3.226 5.558 0.713
H -4.398 2.471 2.712
H -2.503 1.258 3.371
H 4.108 3.019 0.444
H 4.682 4.957 -0.965
H 3.426 5.379 -3.059
H 1.576 3.866 -3.709
H 0.975 1.957 -2.253
H 3.195 -0.863 2.160
H 5.338 -2.083 2.308
H 6.988 -1.920 0.472
H 6.468 -0.559 -1.532
H 4.334 0.663 -1.677
F -4.208 -8.673 -0.063
C -4.757 -7.507 -0.464
F -5.170 -7.690 -1.729
F -5.863 -7.342 0.289
C -3.806 -6.358 -0.327
C -3.400 -5.974 0.945
C -2.533 -4.907 1.106
C -2.057 -4.194 -0.001
C -2.464 -4.605 -1.276
C -3.335 -5.675 -1.437
C -1.232 -3.032 0.143
C -0.644 -1.968 0.171
H -3.767 -6.512 1.812
H -2.216 -4.603 2.095
H -2.099 -4.050 -2.132
H -3.650 -5.974 -2.428
F -1.231 -1.178 -2.554
C -0.340 -0.230 -2.084
F 0.855 -0.506 -2.767
H -0.697 0.716 -2.515
O -1.225 2.249 -0.243
Si -2.821 2.476 -0.689
C -2.872 3.691 -2.108
C -4.060 4.115 -2.718
C -4.049 5.063 -3.736
C -2.844 5.607 -4.163
C -1.656 5.200 -3.570
C -1.674 4.252 -2.553
C -3.539 0.842 -1.145
C -4.081 0.573 -2.406
C -4.597 -0.686 -2.701
C -4.569 -1.687 -1.740
C -4.032 -1.436 -0.483
C -3.527 -0.179 -0.188
C -3.670 3.322 0.760
C -3.275 4.410 2.652
C -4.509 5.179 3.021
C -5.662 5.157 2.357
C -5.965 4.353 1.155
C -5.131 3.568 0.475
H -5.014 3.702 -2.404
H -4.980 5.378 -4.194
H -2.832 6.345 -4.956
H -0.711 5.625 -3.893
H -0.744 3.950 -2.087
H -4.078 1.341 -3.173
H -4.999 -0.889 -3.686
H -4.950 -2.675 -1.974
H -3.988 -2.226 0.258
H -3.080 0.000 0.788
H -2.466 4.575 3.360
H -4.446 5.819 3.897
H -6.475 5.768 2.735
H -6.993 4.396 0.809
H -5.572 3.007 -0.348

* DFT total energy: -4210.3326 a.u.
* spin multiplicity: 5
* charge: -1
* LUMO (spin up / spin down): 2.1 / 0.9 eV
* HOMO-LUMO gap (spin up / spin down): 0.1491 / 0.2205 hartree
* HOMO energy (spin up / spin down): -1.94 / -5.09 eV
* ⟨S²⟩: 6.04

Entry 2:
A molecular structure, C58H45BrIN8O7SSeY. Source: the Open Molecules 2025 dataset; level of theory: ωB97M-V/def2-TZVPD.

CARTESIAN COORDINATES (ANGSTROEM)
Y -0.004 -0.376 -0.067
C 4.192 -0.525 2.261
C 3.139 -0.023 3.200
N 3.408 0.056 4.480
C 2.470 0.572 5.312
C 1.276 1.077 4.877
C 0.354 1.716 5.875
O 0.441 3.151 5.893
C 0.958 1.001 3.495
C -0.245 1.639 2.997
N -0.655 1.668 1.782
C -1.818 2.453 1.538
C -2.911 2.450 2.404
C -4.024 3.244 2.161
C -4.072 4.053 1.036
C -3.009 4.034 0.140
C -1.906 3.234 0.383
I -0.378 3.118 -1.014
C 1.871 0.370 2.625
O 1.654 0.152 1.394
H 5.120 -0.670 2.812
H 4.341 0.192 1.450
H 3.891 -1.468 1.793
H 2.724 0.597 6.368
H 0.631 1.396 6.877
H -0.681 1.408 5.706
H 0.514 3.451 4.983
H -0.810 2.213 3.737
H -2.905 1.778 3.254
H -4.867 3.207 2.844
H -4.943 4.663 0.832
H -3.047 4.627 -0.766
Br 9.151 -3.176 0.480
C 7.569 -4.044 1.084
C 7.334 -5.354 0.706
C 6.223 -6.011 1.210
C 5.335 -5.372 2.075
C 5.569 -4.034 2.406
C 6.689 -3.374 1.919
N 4.408 -6.189 2.767
N 3.273 -5.815 3.177
C 2.514 -4.748 2.729
C 1.595 -4.302 3.696
C 0.759 -3.235 3.523
C 0.704 -2.540 2.287
O -0.118 -1.626 2.073
C 1.610 -3.023 1.225
N 1.484 -2.409 0.022
C 2.092 -2.917 -1.031
C 2.856 -4.088 -0.955
C 3.034 -4.694 0.261
C 2.451 -4.142 1.423
H 8.025 -5.864 0.048
H 6.044 -7.051 0.962
H 4.886 -3.516 3.069
H 6.874 -2.344 2.192
H 1.603 -4.844 4.635
H 0.076 -2.915 4.300
H 1.962 -2.394 -1.973
H 3.288 -4.507 -1.856
H 3.587 -5.621 0.328
O 2.826 2.051 -0.029
S 2.934 1.609 -1.387
O 2.957 2.649 -2.398
N 1.807 0.504 -1.721
C 1.715 0.152 -3.087
C 2.728 0.195 -4.032
C 2.534 -0.233 -5.362
C 1.331 -0.700 -5.793
C 0.252 -0.733 -4.881
C -1.041 -1.161 -5.258
C -2.058 -1.127 -4.356
C -1.780 -0.690 -3.046
N -0.594 -0.300 -2.656
C 0.435 -0.306 -3.545
C 4.514 0.801 -1.504
C 5.601 1.534 -1.963
C 6.840 0.920 -2.065
C 6.987 -0.417 -1.713
C 5.897 -1.139 -1.241
C 4.655 -0.527 -1.135
H 3.702 0.571 -3.771
H 3.374 -0.181 -6.045
H 1.180 -1.036 -6.814
H -1.200 -1.513 -6.272
H -3.059 -1.455 -4.604
H -2.562 -0.672 -2.302
H 5.455 2.568 -2.254
H 7.693 1.483 -2.425
H 7.953 -0.897 -1.802
H 6.012 -2.178 -0.951
H 3.795 -1.067 -0.762
C -7.654 3.151 -5.192
O -6.754 2.912 -4.136
C -7.253 3.005 -2.861
C -8.424 3.662 -2.546
C -8.841 3.748 -1.217
C -8.059 3.179 -0.230
C -6.873 2.519 -0.544
C -6.447 2.407 -1.871
N -5.280 1.780 -2.297
C -4.273 1.143 -1.536
C -4.448 0.133 -0.568
C -5.672 -0.535 -0.295
C -5.786 -1.424 0.756
C -4.679 -1.681 1.568
C -3.449 -1.101 1.291
C -3.282 -0.225 0.206
O -2.135 0.346 -0.061
H -7.950 4.202 -5.245
H -8.551 2.534 -5.088
H -7.134 2.888 -6.109
H -9.022 4.112 -3.328
H -9.765 4.259 -0.972
H -8.362 3.244 0.809
H -6.267 2.094 0.236
H -4.994 2.087 -3.208
H -3.265 1.456 -1.772
H -6.527 -0.332 -0.925
H -6.732 -1.920 0.950
H -4.770 -2.362 2.408
H -2.580 -1.320 1.900
Se -1.477 -2.753 -0.603

* DFT total energy: -8911.8272 a.u.
* spin multiplicity: 1
* charge: -2
* LUMO (spin up / spin down): 3.4 / 3.4 eV
* energy above the lowest of the compared OMol25 structures with the same formula, charge and spin: 166.9 kJ/mol
* HOMO-LUMO gap (spin up / spin down): 0.2155 / 0.1873 hartree
* HOMO energy (spin up / spin down): -2.42 / -1.65 eV

Entry 3:
A molecular structure, C58H45IN7O2PTl in a non-equilibrium geometry. Source: the Open Molecules 2025 dataset; level of theory: ωB97M-V/def2-TZVPD.

CARTESIAN COORDINATES (ANGSTROEM)
Tl -13.600 -18.311 -1.509
C -19.093 -14.801 -0.432
N -18.121 -15.748 -0.984
C -16.784 -16.047 -0.576
N -16.228 -16.802 -1.518
C -17.138 -17.083 -2.470
C -18.294 -16.385 -2.194
C -19.481 -16.516 -2.974
C -20.043 -15.323 -3.539
C -21.261 -15.272 -4.224
C -21.905 -16.485 -4.346
C -21.407 -17.690 -3.853
C -20.217 -17.662 -3.129
C -16.849 -17.904 -3.663
C -16.345 -19.198 -3.489
C -15.720 -19.880 -4.578
C -15.700 -19.270 -5.809
C -16.310 -18.007 -6.021
C -16.802 -17.301 -4.944
P -16.152 -15.428 0.985
C -14.783 -14.364 0.411
N -13.481 -14.457 0.683
C -12.909 -13.349 0.120
C -13.858 -12.567 -0.450
N -15.057 -13.214 -0.217
C -16.368 -12.675 -0.469
C -13.797 -11.272 -1.191
C -13.214 -10.124 -0.666
C -13.189 -8.972 -1.413
C -13.700 -8.982 -2.708
C -14.331 -10.111 -3.131
C -14.341 -11.291 -2.440
C -11.472 -13.067 0.180
C -10.961 -13.185 1.502
C -9.627 -12.921 1.758
C -8.810 -12.514 0.736
C -9.267 -12.416 -0.544
C -10.642 -12.607 -0.812
C -15.107 -16.737 1.760
N -14.039 -17.406 1.315
C -13.650 -18.252 2.288
C -14.481 -18.175 3.385
N -15.392 -17.109 3.044
C -16.357 -16.521 3.892
C -14.545 -18.934 4.625
C -13.530 -18.784 5.589
C -13.605 -19.330 6.853
C -14.734 -20.083 7.143
C -15.705 -20.309 6.198
C -15.638 -19.618 4.949
C -12.563 -19.298 2.000
C -11.517 -18.881 1.186
C -10.478 -19.763 0.935
C -10.531 -21.073 1.474
C -11.593 -21.424 2.313
C -12.615 -20.534 2.593
H -18.932 -14.583 0.568
H -18.900 -13.842 -0.969
H -20.092 -15.124 -0.645
H -19.471 -14.381 -3.487
H -21.578 -14.296 -4.570
H -22.849 -16.497 -4.873
H -21.948 -18.607 -4.074
H -19.857 -18.563 -2.631
H -16.351 -19.721 -2.493
H -15.276 -20.817 -4.426
H -15.094 -19.836 -6.523
H -16.278 -17.568 -7.027
H -17.164 -16.298 -5.141
H -16.334 -11.609 -0.620
H -16.811 -13.082 -1.370
H -16.972 -12.866 0.431
H -12.736 -10.110 0.338
H -12.704 -8.097 -0.981
H -13.721 -8.077 -3.370
H -14.909 -10.052 -4.042
H -14.762 -12.219 -2.832
H -11.530 -13.522 2.343
H -9.327 -13.053 2.763
H -7.767 -12.350 0.887
H -8.557 -12.097 -1.290
H -11.014 -12.467 -1.804
H -15.951 -15.668 4.548
H -17.195 -16.166 3.201
H -16.743 -17.217 4.575
H -12.720 -18.075 5.369
H -12.987 -19.075 7.703
H -14.844 -20.603 8.083
H -16.467 -20.970 6.506
H -16.352 -19.788 4.147
H -11.465 -17.851 0.817
H -9.614 -19.503 0.378
H -9.682 -21.785 1.316
H -11.610 -22.401 2.815
H -13.414 -20.719 3.254
I -12.340 -21.421 -2.411
C -13.472 -22.355 -0.839
C -13.020 -23.607 -0.469
C -13.759 -24.302 0.601
C -14.780 -23.654 1.190
C -15.147 -22.314 0.906
C -16.081 -21.663 1.674
C -16.422 -20.365 1.440
C -15.838 -19.699 0.378
C -14.916 -20.295 -0.460
C -14.514 -21.657 -0.168
H -12.233 -24.073 -1.101
H -13.518 -25.301 0.983
H -15.361 -24.228 1.872
H -16.527 -22.223 2.507
H -17.165 -20.005 2.067
H -16.177 -18.719 0.127
O -17.789 -11.711 -3.225
N -17.213 -12.372 -4.144
O -16.896 -13.538 -3.792

* DFT total energy: -3582.4532 a.u.
* spin multiplicity: 1
* charge: -1
* LUMO: 2.1 eV
* energy above the lowest of the compared OMol25 structures with the same formula, charge and spin: 189.9 kJ/mol
* HOMO-LUMO gap: 0.2486 hartree
* HOMO energy: -4.69 eV

Entry 4:
A molecular structure, C58H47AsCl2CrN7O2 in a non-equilibrium geometry. Source: the Open Molecules 2025 dataset; level of theory: ωB97M-V/def2-TZVPD.

CARTESIAN COORDINATES (ANGSTROEM)
Cr 0.447 1.053 0.480
Cl -2.960 6.274 -2.460
C -2.215 5.248 -1.270
C -1.382 4.234 -1.695
C -0.774 3.373 -0.786
N 0.114 2.336 -1.184
C 1.048 2.787 -2.084
O 1.323 3.972 -2.260
C 1.793 1.827 -2.998
C 2.555 2.399 -4.020
C 3.145 1.577 -4.960
C 2.960 0.205 -4.861
C 2.207 -0.271 -3.801
N 1.649 0.517 -2.886
C -1.067 3.526 0.576
C -1.888 4.568 1.006
C -2.451 5.434 0.087
Cl -3.452 6.732 0.664
N -0.444 2.579 1.398
C -0.708 2.443 2.706
O -1.486 3.064 3.423
C 0.155 1.360 3.295
C 0.280 1.217 4.662
C 1.179 0.294 5.160
C 1.938 -0.437 4.256
C 1.734 -0.249 2.906
N 0.833 0.605 2.416
H -1.191 4.124 -2.753
H 2.649 3.475 -4.049
H 3.730 1.999 -5.769
H 3.382 -0.478 -5.588
H 2.025 -1.335 -3.677
H -2.087 4.692 2.057
H -0.334 1.844 5.294
H 1.302 0.155 6.226
H 2.683 -1.146 4.588
H 2.312 -0.802 2.179
C 4.309 -2.176 -3.007
C 4.548 -3.066 -1.815
C 5.753 -3.752 -1.683
C 5.978 -4.636 -0.639
C 4.984 -4.846 0.305
C 3.786 -4.156 0.204
C 3.559 -3.268 -0.844
N 2.313 -2.568 -0.944
C 2.138 -1.304 -0.405
N 3.290 -0.621 -0.186
C 3.467 0.755 0.108
C 2.395 1.611 0.364
C 2.708 2.955 0.584
C 4.013 3.422 0.576
C 5.055 2.532 0.360
C 4.801 1.189 0.124
C 5.941 0.226 -0.112
N 0.977 -0.820 -0.150
C -0.229 -1.607 -0.371
C -0.931 -1.168 -1.458
C -2.340 -1.520 -1.777
C -3.110 -2.664 0.345
C -1.914 -3.111 0.785
C -0.604 -2.560 0.632
C 0.404 -3.131 1.619
H 5.245 -1.973 -3.527
H 3.843 -1.228 -2.740
H 3.631 -2.669 -3.710
H 6.528 -3.595 -2.427
H 6.924 -5.161 -0.567
H 5.141 -5.537 1.125
H 3.010 -4.302 0.944
H 1.471 -3.127 -0.851
H 4.128 -1.112 -0.442
H 1.901 3.660 0.755
H 4.220 4.475 0.728
H 6.083 2.881 0.365
H 6.892 0.738 0.031
H 5.937 -0.176 -1.132
H 5.912 -0.622 0.581
H -0.491 -0.353 -2.011
H -2.718 -0.759 -2.473
H -4.004 -3.231 0.582
H -1.960 -3.992 1.426
H 0.701 -4.158 1.353
H -0.023 -3.190 2.629
H 1.308 -2.530 1.695
C -4.930 -2.684 -2.878
C -5.356 -1.721 -1.932
C -4.697 -1.202 -0.853
C -3.271 -1.439 -0.484
C -2.492 -2.841 -2.469
C -3.654 -3.289 -3.006
As -2.552 0.192 0.638
C -3.145 -0.480 2.391
C -4.481 -0.580 2.772
C -4.837 -1.164 3.980
C -3.859 -1.667 4.828
C -2.525 -1.580 4.458
C -2.177 -0.991 3.250
C -3.946 1.522 0.316
C -4.268 1.843 -1.002
C -5.202 2.826 -1.288
C -5.825 3.516 -0.256
C -5.485 3.231 1.059
C -4.543 2.251 1.344
H -5.707 -3.066 -3.532
H -6.395 -1.419 -2.030
H -5.287 -0.584 -0.188
H -1.594 -3.439 -2.575
H -3.616 -4.198 -3.600
H -5.258 -0.210 2.116
H -5.882 -1.232 4.259
H -4.138 -2.130 5.768
H -1.754 -1.984 5.105
H -1.140 -0.965 2.949
H -3.785 1.307 -1.813
H -5.432 3.069 -2.319
H -6.545 4.293 -0.478
H -5.941 3.788 1.870
H -4.253 2.075 2.371

* DFT total energy: -6972.8816 a.u.
* spin multiplicity: 5
* charge: -1
* LUMO (spin up / spin down): 2.1 / 2.0 eV
* energy above the lowest of the compared OMol25 structures with the same formula, charge and spin: 343.2 kJ/mol
* HOMO-LUMO gap (spin up / spin down): 0.1854 / 0.1819 hartree
* HOMO energy (spin up / spin down): -2.99 / -2.99 eV
* ⟨S²⟩: 6.10